Entry 1:
Entry from OMol25: C19H24N2O in the gas phase at a distorted geometry (wB97M-V/def2-TZVPD).

## Properties
**HOMO level**: -8.11 eV
**DFT total energy**: -25118.1254 eV
**ΔE to the lowest compared entry with this formula, charge and spin**: 70.63 kcal/mol

```
! RIJCOSX wB97M-V def2-TZVPD def2/J DEFGRID3
* xyz 0 1
N 1.23980 0.43446 -2.21414
O -0.89237 1.00603 -2.53985
C -0.01781 0.05345 -2.07457
C -0.25397 1.12405 1.64966
C -1.28383 0.36428 1.17569
C 0.16716 5.30311 0.68248
C 1.29309 4.61434 1.12921
C -1.12334 4.74213 0.67915
C 1.03195 3.31574 1.57156
C -1.26169 3.38232 1.02672
C -0.21542 2.58931 1.40848
N -0.48087 -1.00103 -1.35215
C 1.33008 1.76483 -2.70960
C -0.10706 2.12421 -3.03280
C 0.80306 -4.26758 1.38200
C 1.47080 -4.04511 0.02510
C -0.85117 -3.81654 -0.23025
C -1.49448 -1.15067 1.32335
C -0.50359 -3.48455 1.20402
C 0.44631 -3.20941 -0.81105
C -0.19206 -2.01549 1.07985
C 0.36506 -1.75176 -0.34072
H 0.59004 0.65069 2.14701
H -2.15411 0.94775 0.77372
H 0.20122 6.31040 0.30533
H 2.28370 5.00655 1.16749
H -2.08632 5.21494 0.41454
H 1.93513 2.76101 1.76640
H -2.28847 3.04371 0.90034
H -1.43796 -0.84456 -1.15034
H 1.89084 2.47529 -2.04176
H 1.92611 1.68207 -3.62490
H -0.24462 2.31502 -4.11363
H -0.46487 3.01347 -2.47657
H 0.62855 -5.29903 1.51866
H 1.38907 -3.84817 2.25632
H 2.32491 -3.41103 0.18261
H 1.83044 -4.90849 -0.57924
H -1.70696 -3.30335 -0.63196
H -1.02778 -4.93753 -0.41131
H -1.87515 -1.32647 2.35311
H -2.25768 -1.42345 0.64478
H -1.31653 -3.76908 1.86827
H 0.45262 -3.39371 -1.91989
H 0.55024 -1.75959 1.89082
H 1.38792 -1.27257 -0.27191
*
```

Here are the Löwdin charges for atoms 1 to 5, given in e: 0.07, -0.02, -0.40, -0.04, -0.08

=====

Entry 2:
Entry from OMol25: 2 unconnected molecules or ions with the total composition C2H9N2O at a distorted geometry (wB97M-V/def2-TZVPD).

## Properties
**HOMO level (alpha / beta)**: -3.21 / -8.45 eV
**DFT total energy**: -7242.7933 eV
**ΔE to the lowest compared entry with this formula, charge and spin**: 66.99 kcal/mol

```
! RIJCOSX wB97M-V def2-TZVPD def2/J DEFGRID3
* xyz 0 2
C -0.66154 -0.49856 -0.70796
C -0.04401 0.74014 -0.78828
N 1.31415 0.82785 -0.22522
N -2.03755 -0.72518 -0.88837
H -0.12624 -1.43440 -0.37769
H -0.36774 1.59224 -1.34200
H 1.65709 1.83982 -0.39367
H 1.37600 0.53144 0.79562
H 2.13706 0.17550 -0.73570
H -2.69933 -0.04669 -1.13554
H -2.30178 -1.58163 -1.38286
H 0.52473 -1.21874 2.22844
H 0.73605 -0.01583 2.96600
O 0.49310 -0.18596 1.98723
*
```

Here are the Löwdin charges for atoms 1 to 5, given in e: -0.24, -0.22, -0.07, 0.04, 0.10

=====

Entry 3:
Entry from OMol25: 2 unconnected molecules or ions with the total composition C11H15N at a distorted geometry (wB97M-V/def2-TZVPD).

## Properties
**HOMO level**: -7.84 eV
**DFT total energy**: -13138.7203 eV
**ΔE to the lowest compared entry with this formula, charge and spin**: 47.76 kcal/mol

```
! RIJCOSX wB97M-V def2-TZVPD def2/J DEFGRID3
* xyz 0 1
C -2.06700 -2.40960 0.51330
C -0.59163 -2.17804 0.23931
H -2.53814 -1.54849 0.25057
H -2.40837 -3.40534 0.02145
H -2.24590 -2.64563 1.62530
H -0.35768 -1.58384 -0.62892
H 0.00889 -3.15168 0.14887
H -0.12591 -1.64483 1.08473
C -0.84113 1.42175 2.01873
C 1.68175 0.89683 -0.66970
C 0.32711 1.23986 -0.25340
C 0.42409 1.43791 1.30090
C 1.76842 1.24058 1.61298
C 1.93765 0.38919 -1.91116
C 0.80861 0.35655 -2.75156
C -0.77791 1.06684 -1.00807
C -0.52307 0.73609 -2.38609
N 2.53217 0.90791 0.47031
H 3.51658 0.82835 0.50075
H 2.90588 0.19023 -2.34684
H 2.14094 1.32593 2.60903
H 0.88488 -0.06390 -3.70056
H -1.67892 1.36168 -0.62095
H -0.45480 1.49564 3.11525
H -1.43979 0.63023 1.87009
H -1.38777 0.78438 -3.00495
H -1.49896 2.32140 1.90065
*
```

Here are the Löwdin charges for atoms 1 to 5, given in e: -0.17, -0.18, 0.01, 0.09, 0.09

=====

Entry 4:
Entry from OMol25: C4H7NOS in the gas phase at a distorted geometry (wB97M-V/def2-TZVPD).

## Properties
**HOMO level**: -8.48 eV
**DFT total energy**: -18633.1682 eV
**ΔE to the lowest compared entry with this formula, charge and spin**: 31.86 kcal/mol

```
! RIJCOSX wB97M-V def2-TZVPD def2/J DEFGRID3
* xyz 0 1
C -2.05455 0.11886 0.24975
C 0.29931 -0.39418 0.01953
C 0.08567 -1.67931 -0.21450
C 1.63895 0.28647 0.06765
H -2.36990 -0.35828 -0.71557
H -2.61974 0.99038 0.39232
H -2.12576 -0.56748 1.06937
H 0.92100 -2.27687 -0.50959
H -0.88679 -2.04494 -0.12608
H 0.69461 2.09923 -0.17163
H 2.41734 2.06577 -0.37492
N 1.55841 1.65727 -0.17713
O -0.69198 0.53112 0.23393
S 3.13344 -0.42804 0.25689
*
```

Here are the Löwdin charges for atoms 1 to 5, given in e: -0.06, -0.37, 0.09, -0.76, 0.12

=====

Q: Look up the ΔE to the lowest compared entry with this formula, charge and spin of the fourth one.
A: 31.86 kcal/mol

=====

Q: Which value of ΔE to the lowest compared entry with this formula, charge and spin does entry 1 give?
A: 70.63 kcal/mol

=====

Q: DFT total energy of number 2 (C2H9N2O)?
A: -7242.7933 eV

=====

Please write out number 2 again, unchanged.
Entry from OMol25: 2 unconnected molecules or ions with the total composition C2H9N2O at a distorted geometry (wB97M-V/def2-TZVPD).

## Properties
**HOMO level (alpha / beta)**: -3.21 / -8.45 eV
**DFT total energy**: -7242.7933 eV
**ΔE to the lowest compared entry with this formula, charge and spin**: 66.99 kcal/mol

```
! RIJCOSX wB97M-V def2-TZVPD def2/J DEFGRID3
* xyz 0 2
C -0.66154 -0.49856 -0.70796
C -0.04401 0.74014 -0.78828
N 1.31415 0.82785 -0.22522
N -2.03755 -0.72518 -0.88837
H -0.12624 -1.43440 -0.37769
H -0.36774 1.59224 -1.34200
H 1.65709 1.83982 -0.39367
H 1.37600 0.53144 0.79562
H 2.13706 0.17550 -0.73570
H -2.69933 -0.04669 -1.13554
H -2.30178 -1.58163 -1.38286
H 0.52473 -1.21874 2.22844
H 0.73605 -0.01583 2.96600
O 0.49310 -0.18596 1.98723
*
```

Here are the Löwdin charges for atoms 1 to 5, given in e: -0.24, -0.22, -0.07, 0.04, 0.10